Entry 1:
A single C2H4O4S molecule, computed with ωB97M-V with the def2-TZVPD basis set.

Computed properties:
Energy ... -777.6487 Eh
LUMO energy ... 0.44 eV
Frontier orbital gap ... 0.3684 Eh
Highest occupied orbital energy ... -9.6 eV
Energy relative to the best compared isomer or geometry (same formula, charge and spin) ... 246.7 kJ/mol

```
! RIJCOSX wB97M-V def2-TZVPD def2/J DEFGRID3
* xyz 0 1
S 1.84488 -0.96988 0.42752
O -0.80215 -1.01557 1.26732
O -1.48745 0.17405 -0.87227
O 2.34053 -0.32937 -0.77167
O 1.27415 0.10414 1.60270
C 0.24184 -0.34203 0.75644
C -0.21741 0.62925 -0.48651
H -0.20022 1.62746 0.13551
H 0.39882 0.96053 -1.47476
H -1.70940 -0.26449 -1.69852
H -1.68359 -0.57408 1.11423
*
```



Entry 2:
A gas-phase ion, C4H12NO2 (charge +1), computed with ωB97M-V with the def2-TZVPD basis set.

Computed properties:
Energy ... -364.5695 Eh
LUMO energy ... -3.49 eV
Frontier orbital gap ... 0.4196 Eh
Highest occupied orbital energy ... -14.9 eV
Energy relative to the best compared isomer or geometry (same formula, charge and spin) ... 172.7 kJ/mol
SMILES ... C[C@H](O)[C@H]([NH3+])CO

```
! RIJCOSX wB97M-V def2-TZVPD def2/J DEFGRID3
* xyz 1 1
O -0.00417 1.96754 1.24351
O -1.68238 -1.40415 -0.28097
N 0.25094 -0.09677 -1.80699
C -0.36061 0.52873 -0.49989
C 0.40352 -1.34863 1.03821
C -0.79187 -0.59926 0.47691
C 0.68942 1.56714 0.06519
H -2.34214 -1.67751 0.35947
H 1.24110 -1.32062 0.34727
H 0.56785 1.78049 1.98552
H -1.27245 1.06835 -0.77798
H 0.13184 -2.39519 1.26794
H 0.86713 -0.93936 1.93008
H -0.14356 -1.00657 -2.05908
H 0.88418 2.35768 -0.65301
H -0.02100 0.52015 -2.57467
H 1.66510 1.11105 0.35064
H -1.33171 0.02958 1.21310
H 1.24883 -0.14267 -1.62523
*
```



Entry 3:
A molecular structure, C23H25F3HfNO4S, computed with ωB97M-V with the def2-TZVPD basis set.

Computed properties:
Energy ... -1992.7542 Eh
LUMO energy ... -3.17 eV
Frontier orbital gap ... 0.3109 Eh
Highest occupied orbital energy ... -11.6 eV
Energy relative to the best compared isomer or geometry (same formula, charge and spin) ... 132.1 kJ/mol

```
! RIJCOSX wB97M-V def2-TZVPD def2/J DEFGRID3
* xyz 1 1
Hf -0.30259 -0.21371 1.84210
S -1.24179 1.26884 3.91531
F 1.19872 1.89176 4.82183
F -0.45458 2.79742 5.93996
F 0.08404 3.58613 3.95384
O -2.34583 1.32999 -0.10337
O -0.46328 -0.04572 3.91937
O -1.21796 1.56379 2.40813
O -2.49857 1.27124 4.60028
N -1.73219 1.65047 -2.38253
C 2.10571 -0.17040 2.54786
C -1.75641 1.00710 -1.14611
C 3.21077 0.39666 -3.57655
C -0.90694 -0.25522 -1.00326
C -0.50383 2.48793 -2.63279
C -2.08632 -2.04386 1.73410
C -1.16953 -2.51965 -1.95441
C -1.67485 -1.59430 -0.83463
C -0.02105 2.47161 4.71196
C -0.01701 -2.62664 0.87415
C 3.22859 1.66773 -2.98364
C 1.86902 -0.30097 0.25982
C 0.76752 0.52412 -3.63651
C 0.78237 1.75018 -2.95981
C -1.29512 -2.08218 0.53984
C 1.73515 1.12369 2.06975
C -3.20503 -1.53800 -0.86823
C 2.23359 -1.02804 1.40759
C -1.22087 -2.37308 2.82948
C 0.04712 -2.79381 2.28765
C 1.58803 1.05328 0.64983
C 2.03330 2.32336 -2.66255
C 1.97286 -0.17661 -3.87187
H -0.33395 3.08662 -1.71563
H 1.41934 1.88515 -0.02043
H -0.18660 -0.31955 -1.81658
H -3.55918 -0.78336 -0.15239
H 0.67896 -2.98055 0.12265
H 2.70786 -2.00483 1.39900
H 4.18238 2.13386 -2.76916
H -3.55541 -2.52786 -0.54175
H -0.07629 -2.57667 -2.04303
H 1.82367 2.05910 2.62663
H 0.81797 -3.32977 2.82935
H -0.20615 0.03340 -0.15637
H -1.53204 -2.18261 -2.93399
H 2.45507 -0.40097 3.54913
H -1.55138 -2.44217 3.86206
H 4.15052 -0.11743 -3.83288
H -0.75756 3.18809 -3.44867
H 1.86479 -0.67472 -0.77259
H -0.18597 0.07742 -3.92724
H 1.92963 -1.18918 -4.30069
H -2.58901 2.18857 -2.56321
H -1.53470 -3.54531 -1.82398
H -3.16946 -1.92461 1.76540
H -3.60665 -1.33861 -1.87170
H 2.07113 3.28292 -2.16056
*
```



Entry 4:
A molecular structure, C38H63N5NaO2S, computed with ωB97M-V with the def2-TZVPD basis set.

Computed properties:
Energy ... -2470.5398 Eh
LUMO energy ... 1.96 eV
Frontier orbital gap ... 0.1967 Eh
Highest occupied orbital energy ... -3.4 eV
Energy relative to the best compared isomer or geometry (same formula, charge and spin) ... 13.9 kJ/mol

```
! RIJCOSX wB97M-V def2-TZVPD def2/J DEFGRID3
* xyz -1 1
S -0.83946 -2.29256 3.61084
Na -0.82779 -0.19073 1.13801
O 0.81998 0.70243 2.21825
O -2.48457 -1.12577 0.12061
N -1.59927 1.84367 0.22951
N -3.37571 -2.31221 2.97873
N -2.90121 -1.83748 5.21696
N 1.63468 0.20463 -1.61838
N -1.91796 2.33520 3.32124
C -2.03750 -1.07373 -1.09776
C -1.83131 0.19443 -1.73745
C 4.23438 2.54235 -1.98148
C -1.36452 0.24974 -3.04357
C -1.37757 -1.59418 -6.14299
C -0.44975 -0.83437 -5.18348
C 1.63942 0.94376 1.28396
C 3.80855 1.41904 0.26755
C -1.73858 -2.25062 -1.85979
C -0.21046 2.34154 0.13711
C 3.81570 0.29362 2.52458
C 4.62723 1.40592 3.21059
C -4.08994 -2.42812 5.81935
C 4.78796 -0.78627 2.01760
C 0.79177 -0.11176 -0.65874
C 0.95494 1.34699 -0.07028
C -0.90248 -3.78682 -0.07042
C 3.92863 1.99448 -3.38598
C 0.94103 -1.48486 -5.21691
C -1.01277 -0.87844 -3.76415
C 5.72908 2.34925 -1.71887
C 2.94531 -0.36850 3.59751
C -1.64481 -4.76909 -2.22119
C -1.21753 -2.10917 -3.13273
C -4.68666 -1.68806 2.94204
C -2.24860 1.46278 -1.04153
C -0.30673 0.59771 -5.70052
C -2.46124 -2.16018 3.96201
C -2.07464 1.34622 4.36051
C -2.93630 2.23573 2.29482
C 3.92732 4.04902 -1.96721
C -1.90299 -3.63344 -1.22532
C 1.94385 1.59344 -1.25574
C -1.81268 3.66617 3.86808
C -3.33508 -3.82243 -0.69735
C 3.02805 0.85685 1.33456
C 3.37604 1.83732 -0.94083
C -2.45728 2.78462 0.95760
H -3.18345 1.18103 2.14333
H -3.59839 -3.00757 -0.02717
H -4.04843 -3.83601 -1.52669
H -1.24496 1.23568 -3.48327
H 4.04878 0.90816 -3.41207
H -0.59663 -4.81038 -2.52779
H -1.27279 1.45108 5.09271
H -3.33068 3.03277 0.34760
H -4.65480 -0.67660 3.35523
H -2.37767 -1.15600 -6.12996
H -1.57561 4.39028 3.08780
H -4.99790 -1.89291 5.54787
H 5.33223 1.88153 2.52455
H 2.87447 4.23493 -2.19416
H -3.98444 -2.36451 6.90038
H 4.22891 -1.60831 1.56598
H 5.97953 1.28963 -1.63660
H -0.14975 3.10685 -0.65870
H -2.26357 -4.67283 -3.11688
H -1.47126 -2.64275 -5.85568
H 2.23837 0.32812 4.03989
H -3.30966 1.34481 -0.80389
H -3.41410 -4.77965 -0.17104
H 5.20163 1.00335 4.05175
H 6.03990 2.84262 -0.79579
H -0.96064 -3.00539 -3.68535
H 3.95498 2.17758 3.59219
H -3.87001 2.74612 2.60733
H 6.31116 2.78134 -2.53710
H -2.74858 3.99459 4.36134
H -1.99616 0.34700 3.93815
H 4.61059 2.42586 -4.12417
H 0.91368 -2.50296 -4.82611
H 1.53432 2.29051 -1.99555
H -1.15493 -3.12792 0.75755
H -1.88637 -5.72260 -1.74471
H -2.10845 -1.76822 5.83575
H 3.60107 -0.76804 4.38001
H 4.13504 4.46581 -0.98034
H -1.92823 3.72959 1.11695
H -0.99331 -1.55526 -7.16730
H 5.38376 -1.18480 2.84563
H 0.10860 -3.53791 -0.39857
H -3.04229 1.43341 4.89263
H 2.91044 2.22881 -3.70255
H 1.32931 -1.52118 -6.23982
H 2.36299 -1.19208 3.18305
H -4.20352 -3.48037 5.54569
H -4.98746 -1.62041 1.89895
H 4.87060 1.52004 0.47129
H 0.10129 0.58599 -6.71469
H 4.52973 4.58421 -2.70932
H -5.44094 -2.26921 3.47362
H 5.47761 -0.39803 1.26484
H -0.01397 2.82858 1.09246
H -2.93678 -2.46186 2.07659
H -1.00917 3.69792 4.60446
H -1.27112 1.10917 -5.73045
H -0.91019 -4.81689 0.30232
H 0.36889 1.18161 -5.07127
H -2.15522 2.30136 -1.75548
H 1.64246 -0.90934 -4.60796
H 2.11260 -0.42840 -2.24682
*
```



Entry 5:
6 unconnected molecules or ions with the total composition C64H50BF4NO8, computed with ωB97M-V with the def2-TZVPD basis set.

Computed properties:
Energy ... -3550.0008 Eh
LUMO energy ... -1.34 eV
Frontier orbital gap ... 0.2850 Eh
Highest occupied orbital energy ... -9.1 eV
Energy relative to the best compared isomer or geometry (same formula, charge and spin) ... 69.5 kJ/mol

```
! RIJCOSX wB97M-V def2-TZVPD def2/J DEFGRID3
* xyz 0 1
F 3.16868 -0.67008 -2.46220
F 2.48372 -2.10493 -0.85097
F 0.92049 -0.82828 -2.08582
F 2.17597 -2.56096 -3.02789
O 4.33113 -1.03226 6.73431
O 3.11758 4.99612 -4.07133
O 3.79403 -4.93840 6.29987
O -1.49881 -5.82504 5.98166
O -7.31665 -0.19320 -0.66026
O -0.66631 0.10680 5.18054
O -3.16221 0.25430 -3.95911
O -1.13914 7.69150 -2.15792
N 0.77887 -0.11111 -5.69180
C 1.27101 5.08695 -2.62237
C 2.57077 7.60671 -5.24285
C -0.10060 -1.13998 -5.06876
C 2.47311 1.52505 -4.79493
C 0.44293 -0.22741 5.53751
C -5.59090 0.80578 -4.90019
C -4.95346 -0.47891 -0.77917
C 1.85107 -4.84482 4.89182
C 3.59972 -1.00682 2.62469
C 1.25904 -0.66531 3.17215
C 1.55080 3.81363 -2.15387
C 2.33547 -0.77205 8.78337
C 0.68265 7.66635 -3.66689
C 2.24112 -0.60067 -5.96087
C 0.80449 -0.27908 7.05347
C -0.66216 5.08535 -1.16465
C -0.33015 -5.53381 6.02276
C 3.16309 -0.86632 6.39718
C 2.78743 -0.80144 4.97375
C 1.14570 9.55953 -5.13137
C 3.86333 -1.13561 3.99359
C 3.01281 0.82163 -6.05353
C 2.22306 8.88964 -5.72963
C -7.70704 0.85340 -3.10139
C -3.41250 -1.19843 0.92194
C -0.24317 -4.83519 3.61240
C -0.13190 0.17117 7.98037
C -2.36144 -1.07267 0.01901
C 0.21619 0.43258 -6.92094
C -6.27698 -0.05600 -1.27675
C 2.23060 -0.80809 2.20157
C 2.11024 5.65235 -3.74537
C 0.26344 -5.63620 9.71324
C 1.50029 -0.57747 4.56017
C 2.58458 -4.50926 3.70313
C -5.39176 0.35370 -3.59388
C 1.57015 -5.17784 9.87547
C 1.79626 7.03772 -4.21210
C 1.42066 -0.33342 9.73663
C 2.59435 -4.93394 6.17793
C 0.19859 0.18666 9.31851
C -3.85542 -0.34686 -1.70447
C 2.30638 -5.03607 8.74893
C -1.69954 -2.99795 -5.40286
C 0.48842 -4.26001 2.53670
C -6.41540 0.43274 -2.70986
C 2.08916 -0.63376 7.40181
C -6.81550 1.18285 -5.36706
C -0.57815 -2.12925 -6.01696
C 1.74777 -5.14270 7.45016
C -2.55146 -0.66963 -1.26327
C 0.49165 9.02385 -4.01850
C -0.30785 3.89463 -0.69996
C -0.26462 -5.90012 8.53936
C 1.03262 0.97438 -4.64932
C -7.95344 1.25705 -4.41587
C 0.77356 3.17908 -1.19694
C 0.41081 -5.52963 7.35221
C -0.19912 7.09992 -2.61343
C -4.67220 -0.84920 0.52642
C 1.85175 -4.21488 2.56796
C 0.44640 -5.01069 4.82817
C -4.05155 0.08205 -3.12762
C 0.12174 5.76433 -2.10148
B 2.14193 -1.55956 -2.10441
H -0.08709 -3.89822 1.64920
H -4.74708 0.63746 -5.55090
H 3.69166 -4.46041 3.69390
H 2.54576 -1.18898 -5.12974
H -3.22350 -1.60417 1.87291
H -0.84230 0.27789 -6.85875
H -1.08514 0.49984 7.63810
H -0.52188 0.66859 9.93951
H 4.46135 -1.18433 2.01977
H -8.92022 1.66951 -4.51691
H -1.03731 -1.70370 -6.93293
H 3.29668 7.00224 -5.63019
H 0.32176 -1.65200 -4.19352
H 3.31780 -4.70432 8.84499
H 3.24802 -1.14905 9.06465
H 1.75865 -0.40225 10.74144
H 2.78123 9.42894 -6.55126
H 4.81358 -1.30344 4.35970
H -0.30659 9.58141 -3.50848
H 0.25344 1.79748 -4.78840
H -0.97251 -0.64481 -4.60788
H 2.25954 -1.14700 -6.93255
H 2.51293 -3.84825 1.80196
H 3.08319 1.14668 -3.94034
H -1.49208 5.64680 -0.76559
H -1.71198 -0.70731 -1.93011
H -8.33656 0.95043 -2.23418
H -1.36591 -1.37966 0.27731
H 4.09347 0.60408 -6.07230
H 2.83791 1.38809 -7.01705
H -2.47953 -2.45986 -4.90615
H -0.98689 3.54819 0.08163
H 1.11065 2.31312 -0.68022
H -5.55142 -1.01795 1.13995
H 2.48027 2.57941 -4.90791
H 2.46374 3.29533 -2.52715
H 0.26025 -2.74964 -6.37061
H 0.26158 -0.48984 2.85176
H 0.87744 0.49955 -3.67938
H -0.36625 -5.75018 10.54529
H 0.40218 1.46907 -7.11007
H -1.24686 -3.57233 -4.55079
H -7.03214 1.17029 -6.43167
H 0.58438 -0.17637 -7.76453
H 2.04616 -5.02018 10.81628
H -1.32129 -4.95078 3.72417
H 0.99928 10.53730 -5.49813
H -1.17108 -6.46830 8.44701
H 2.00204 -0.74962 1.15767
H -2.08548 -3.78126 -6.01946
*
```